ORCA calculation (the ωB97M-V functional and the def2-TZVPD basis) on a structure of composition C35H26F2IN6O2SeTa.

```
74
Properties=species:S:1:pos:R:3
Ta 0.6491 -1.4641 1.3048
C 3.0408 -5.0606 -0.2698
C 3.2958 -3.8146 -1.0542
N 4.1126 -3.8723 -2.0967
C 4.3930 -2.7742 -2.7977
C 3.9020 -1.5126 -2.5063
C 4.3016 -0.3172 -3.3409
O 4.8017 0.7531 -2.5524
C 3.0250 -1.4207 -1.4122
C 2.4819 -0.1390 -1.0058
N 1.5959 0.0886 -0.0925
C 1.2829 1.5184 0.1344
C 1.2438 2.3798 -1.1036
C 1.2527 3.7065 -1.0364
C 1.3566 4.4441 0.2606
C 0.8721 3.7966 2.3213
C 0.7658 2.3249 1.9870
I 1.9478 -0.6309 3.4354
C 2.7220 -2.5839 -0.7175
O 1.8952 -2.4767 0.3526
H 3.8411 -5.7682 -0.4675
H 2.0960 -5.5144 -0.5702
H 2.9897 -4.8548 0.7999
H 5.0717 -2.9101 -3.6325
H 3.4341 0.0736 -3.8776
H 5.0215 -0.6323 -4.0972
H 5.7480 0.6416 -2.4126
H 2.9050 0.7183 -1.5225
H 1.1081 1.8872 -2.0594
H 1.1782 4.2820 -1.9503
H 1.7861 5.4341 0.1200
H 0.9389 4.1707 3.3377
F 3.3254 4.2069 1.7246
C 2.1237 3.6967 1.3695
C 2.0969 2.1437 1.3005
C 0.0102 1.8350 0.9755
C -1.2187 2.5180 0.5317
C -1.1288 3.8462 0.7127
F -2.0895 4.6732 0.2998
C 0.0885 4.5500 1.2197
C -2.2727 1.9006 -0.2975
C -3.5858 2.3656 -0.3047
C -4.4810 1.8515 -1.2260
C -4.0498 0.8839 -2.1208
C -2.7472 0.4393 -2.0091
N -1.8738 0.9153 -1.1169
H 2.9833 1.6594 1.7029
H -0.1523 5.5832 1.4545
H -3.8953 3.1312 0.3905
H -5.5002 2.2137 -1.2530
H -4.7058 0.4754 -2.8760
H -2.3773 -0.3402 -2.6684
N -0.7916 -1.5882 -0.3576
C -2.1246 -1.8859 0.1378
C -3.0678 -2.6120 -0.5231
C -4.3603 -2.7369 0.0331
C -4.6821 -2.1119 1.2047
C -3.7041 -1.3670 1.9072
C -3.9363 -0.6961 3.1268
C -2.9123 -0.0147 3.7315
C -1.6363 -0.0435 3.1615
N -1.3675 -0.6779 2.0276
C -2.4088 -1.2896 1.3732
H -0.8754 -0.6262 -0.7994
H -0.5137 -2.2674 -1.0673
H -2.8344 -3.0946 -1.4639
H -5.1008 -3.3241 -0.4916
H -5.6799 -2.1895 1.6163
H -4.9230 -0.7231 3.5726
H -3.0602 0.5204 4.6581
H -0.8076 0.4546 3.6453
Se -0.0023 -3.6429 2.5434
C -0.2958 -4.3734 0.8744
N -0.5220 -4.7312 -0.1981
```

Charge: +2
Gap between HOMO and LUMO (Eh): 0.2211
Molecular weight (g mol⁻¹): 987.44
E_tot (Eh): -4783.7122
Energy above the lowest of the compared OMol25 structures with the same formula, charge and spin (kcal per mole): 101.2
LUMO level (eV): -7.82
HOMO energy (eV): -13.837

ORCA calculation (the ωB97M-V functional and the def2-TZVPD basis) on a structure of composition C35H26F2N6O8Ti.

```
78
Properties=species:S:1:pos:R:3
Ti -0.2682 -0.0308 0.6856
O 2.8411 1.5460 -1.3499
C 1.6965 1.2664 -1.0558
O 1.3469 0.8897 0.1422
C 0.6156 1.3171 -2.1226
C 0.9621 1.9769 -3.2966
C 0.0698 2.0381 -4.3528
C -1.1831 1.4562 -4.3019
C -1.5359 0.8255 -3.1261
C -0.6578 0.7170 -2.0294
O -1.0405 0.0119 -0.9756
N -2.8926 0.2672 -3.0438
O -3.2963 -0.3352 -4.0176
O -3.5277 0.4677 -2.0255
N 0.4686 2.7412 -5.5836
O 1.5800 3.2328 -5.6087
O -0.3255 2.7465 -6.5053
H 1.9427 2.4224 -3.3679
H -1.8648 1.5028 -5.1372
F -5.5319 0.7122 2.2163
C -4.2725 0.4066 2.5514
C -3.3301 0.2395 1.5533
C -2.0331 -0.0999 1.9158
C -1.7100 -0.3101 3.2661
C -2.6841 -0.0511 4.2309
F -2.4145 -0.1741 5.5455
C -3.9745 0.2980 3.8983
C -0.3652 -0.8370 3.5518
C 0.1956 -0.9704 4.8245
C 1.4171 -1.5996 4.9712
C 2.0810 -2.0791 3.8510
C 1.5094 -1.8484 2.6167
N 0.3318 -1.2400 2.4550
H -3.6169 0.4104 0.5244
H -4.7234 0.4658 4.6573
H -0.3350 -0.5970 5.6829
H 1.8447 -1.7160 5.9580
H 3.0254 -2.5977 3.9212
H 2.0037 -2.1610 1.7083
C 6.7790 -0.9289 -2.4223
C 6.6954 -2.1067 -1.4664
N 5.3523 -2.2797 -0.9092
C 5.1615 -1.9190 0.4873
C 5.2716 -0.4245 0.7550
C 4.4261 -2.8427 -1.7183
O 4.6946 -3.2652 -2.8337
C 2.9818 -2.8984 -1.2875
C 2.2420 -4.0284 -1.6197
C 0.8828 -4.0478 -1.3612
C 0.2982 -2.9205 -0.8068
N 0.9975 -1.8284 -0.4936
C 2.3134 -1.8239 -0.7217
H 7.7916 -0.8361 -2.8166
H 6.5175 0.0071 -1.9304
H 6.1040 -1.0786 -3.2632
H 7.3772 -1.9788 -0.6237
H 6.9706 -3.0278 -1.9826
H 5.9233 -2.4536 1.0661
H 4.2039 -2.3146 0.8176
H 6.2946 -0.0778 0.6064
H 4.9964 -0.2082 1.7883
H 4.6239 0.1620 0.1034
H 2.7412 -4.8615 -2.0957
H 0.2778 -4.9104 -1.5999
H -0.7714 -2.8778 -0.6281
H 2.8303 -0.9140 -0.4455
N -1.4862 7.2163 2.1893
C -1.3286 6.0992 1.9683
C -1.1325 4.7090 1.6934
C -1.8336 4.1005 0.6538
C -1.6412 2.7530 0.3923
C -0.7466 1.9947 1.1438
C -0.0496 2.6231 2.1746
C -0.2400 3.9642 2.4617
H -2.5297 4.6803 0.0625
H -2.2239 2.2935 -0.3995
H 0.6686 2.0731 2.7792
H 0.3025 4.4393 3.2680
```

Gap between HOMO and LUMO (Eh): 0.2755
Molecular weight (g mol⁻¹): 744.49
E_tot (Eh): -3328.9269
Energy above the lowest of the compared OMol25 structures with the same formula, charge and spin (kcal per mole): 18.3
LUMO level (eV): -1.42
HOMO energy (eV): -8.915

ORCA calculation (the ωB97M-V functional and the def2-TZVPD basis) on a structure of composition C35H27F5INO3PS2Sn.

```
76
Properties=species:S:1:pos:R:3
Sn -0.5553 -0.6034 -0.1847
C -3.8752 2.2217 -0.6888
C -3.0386 2.8764 0.2028
C -2.7227 2.2873 1.4214
C -3.2371 1.0416 1.7469
C -4.0970 0.3980 0.8621
C -4.4125 0.9827 -0.3529
H -4.1054 2.6705 -1.6475
H -2.6156 3.8398 -0.0555
H -2.0590 2.7908 2.1120
H -2.9456 0.5613 2.6731
H -4.5011 -0.5743 1.1165
H -5.0631 0.4662 -1.0503
F 6.3144 -2.9536 -0.4304
C 4.9921 -2.8679 -0.6478
C 4.1121 -2.8183 0.4155
F 4.5909 -2.8669 1.6695
C 2.7543 -2.7147 0.1838
F 1.9498 -2.6681 1.2469
C 2.2179 -2.6676 -1.1027
S 0.4962 -2.6692 -1.3905
C 3.1373 -2.7032 -2.1474
F 2.7195 -2.6523 -3.4143
C 4.4987 -2.8035 -1.9359
F 5.3533 -2.8280 -2.9690
S -4.7749 -2.8933 -1.2847
C -4.4045 -2.0752 -2.7709
C -5.1796 -1.9268 -3.9160
C -4.6496 -1.2075 -4.9717
C -3.3680 -0.6504 -4.8914
C -2.5962 -0.8004 -3.7567
C -3.1229 -1.5182 -2.6848
N -2.4797 -1.7456 -1.4840
C -3.2002 -2.4345 -0.6635
C -2.7544 -2.7262 0.6983
C -3.4540 -3.6274 1.5006
C -3.0280 -3.8627 2.7950
C -1.9117 -3.1870 3.2763
C -1.2245 -2.2872 2.4703
C -1.6236 -2.0368 1.1575
H -6.1703 -2.3582 -3.9794
H -5.2350 -1.0753 -5.8725
H -2.9762 -0.0953 -5.7341
H -1.6008 -0.3827 -3.6769
H -4.3234 -4.1496 1.1130
H -3.5610 -4.5641 3.4248
H -1.5753 -3.3575 4.2926
H -0.3780 -1.7490 2.8787
I 1.0028 7.1118 1.2802
C 0.8348 5.0683 1.7058
C 0.8580 4.1528 0.6650
C 0.7600 2.7985 0.9587
C 0.6064 2.3665 2.2712
C 0.5744 3.3032 3.2967
C 0.7019 4.6576 3.0240
C 0.3750 0.8880 2.5736
O -0.1205 0.5912 3.6555
O 0.7129 0.0943 1.6255
H 0.9456 4.4838 -0.3613
H 0.7814 2.0625 0.1621
H 0.4280 2.9486 4.3095
H 0.6855 5.3852 3.8245
C 5.8881 0.6798 -0.9713
P 4.1834 1.1086 -0.5418
C 3.9753 0.6286 1.1791
C 4.2154 2.9166 -0.5291
O 3.1699 0.5439 -1.4721
H 6.5862 1.1060 -0.2482
H 6.1129 1.0661 -1.9659
H 6.0053 -0.4018 -0.9844
H 4.4483 1.3385 1.8583
H 4.4068 -0.3594 1.3451
H 2.9020 0.5680 1.3831
H 5.0120 3.2916 0.1156
H 3.2606 3.2934 -0.1653
H 4.3710 3.2736 -1.5476
```

Charge: -1
Gap between HOMO and LUMO (Eh): 0.2365
Molecular weight (g mol⁻¹): 945.32
E_tot (Eh): -3779.6635
Energy above the lowest of the compared OMol25 structures with the same formula, charge and spin (kcal per mole): 0.8
LUMO level (eV): 1.99
HOMO energy (eV): -4.449

ORCA calculation (the ωB97M-V functional and the def2-TZVPD basis) on a cluster of 6 separate species, C35H28BCl2O22 in total in a non-equilibrium geometry.

```
88
Properties=species:S:1:pos:R:3
C 2.4654 0.9626 3.2050
C 2.3476 2.5472 2.8035
Cl 3.9095 3.4869 2.3017
C 1.0339 3.2379 2.8574
Cl 1.0432 5.0598 2.3516
B -0.4189 2.5992 3.2597
O -0.5300 1.4939 4.2275
C -1.2578 0.4618 3.4161
C -1.5049 0.9920 1.8485
O -1.4051 2.4607 2.1329
H 2.8375 0.8933 4.3150
H 1.5209 0.3143 2.9598
H 3.3523 0.5168 2.5422
H -0.9353 3.4943 3.8681
H -2.2996 0.3293 3.9794
H -0.7368 -0.5816 3.2948
H -2.5623 0.6620 1.4173
H -0.6098 0.8643 1.0853
C -6.6850 5.5899 1.7332
C -6.7691 4.2909 2.0271
C -5.5480 3.4563 2.2003
O -5.6566 2.2698 2.4888
C -4.2395 4.1015 2.0098
C -4.1558 5.3997 1.7125
C -5.3760 6.2399 1.5666
O -5.2664 7.4344 1.3110
O -2.9294 6.0118 1.5294
O -7.9960 3.6724 2.1826
H -7.5644 6.2088 1.6067
H -3.3607 3.4794 2.1210
H -3.1342 6.9504 1.3253
H -7.7910 2.7353 2.3926
C 7.4291 -1.4069 3.8471
C 6.4332 -1.4555 2.9602
C 5.1295 -2.0926 3.2951
O 4.2265 -2.1052 2.4660
C 4.9792 -2.6948 4.6290
C 5.9764 -2.6491 5.5145
C 7.2699 -1.9880 5.1891
O 8.1614 -1.9458 6.0303
O 5.8429 -3.2155 6.7690
O 6.5764 -0.9139 1.6960
H 8.3811 -0.9450 3.6178
H 4.0329 -3.1702 4.8531
H 6.6982 -3.0500 7.2223
H 5.7190 -1.0741 1.2450
C -4.1433 0.0785 -3.3830
C -4.1649 0.7932 -2.2563
C -3.1233 1.8184 -1.9704
O -3.1801 2.4728 -0.9352
C -2.0482 2.0025 -2.9577
C -2.0249 1.2853 -4.0828
C -3.0816 0.2800 -4.3810
O -3.0434 -0.3509 -5.4320
O -1.0160 1.4513 -5.0137
O -5.1582 0.6075 -1.3123
H -4.8953 -0.6683 -3.6046
H -1.2877 2.7382 -2.7292
H -1.2229 0.8210 -5.7379
H -4.9545 1.2420 -0.5911
C 5.8761 0.3532 -3.4877
C 5.3545 0.1981 -2.2693
C 5.3581 -1.1267 -1.5892
O 4.8885 -1.2344 -0.4618
C 5.9311 -2.2718 -2.3138
C 6.4496 -2.1171 -3.5336
C 6.4707 -0.7871 -4.2019
O 6.9707 -0.6726 -5.3159
O 6.9872 -3.1896 -4.2213
O 4.7915 1.2647 -1.5929
H 5.8822 1.3109 -3.9928
H 5.9112 -3.2324 -1.8152
H 7.2975 -2.8214 -5.0773
H 4.4868 0.8977 -0.7346
C -4.0239 -3.6927 -4.3309
C -4.5455 -3.8479 -3.1125
C -4.5419 -5.1727 -2.4324
O -5.0115 -5.2803 -1.3051
C -3.9689 -6.3178 -3.1570
C -3.4504 -6.1631 -4.3768
C -3.4293 -4.8330 -5.0451
O -2.9293 -4.7186 -6.1591
O -2.9128 -7.2355 -5.0645
O -5.1085 -2.7812 -2.4361
H -4.0178 -2.7350 -4.8360
H -3.9888 -7.2784 -2.6585
H -2.6025 -6.8674 -5.9205
H -5.4132 -3.1482 -1.5778
```

Charge: -1
Gap between HOMO and LUMO (Eh): 0.1537
Molecular weight (g mol⁻¹): 882.30
E_tot (Eh): -3950.9780
LUMO level (eV): -0.45
HOMO energy (eV): -4.631